Record 1
The following is a quantum chemistry calculation of 10 unconnected molecules or ions with the total composition C53H127Br2N9O4 in a non-equilibrium geometry, from the OMol25 dataset.

Geometry as XYZ:
```
195
Properties=species:S:1:pos:R:3
C -38.663 -18.248 26.677
C -39.443 -18.527 27.968
N -40.865 -18.262 27.805
C -41.444 -17.273 27.065
C -42.837 -17.367 27.190
N -43.118 -18.577 27.828
C -41.905 -19.049 28.331
C -44.530 -19.169 27.955
H -38.576 -17.190 26.429
H -39.026 -18.782 25.799
H -37.648 -18.562 26.922
H -39.064 -17.921 28.790
H -39.327 -19.603 28.096
H -40.877 -16.399 26.778
H -43.671 -16.747 26.894
H -41.740 -19.984 28.844
H -44.418 -20.180 28.346
H -44.933 -19.423 26.974
H -45.147 -18.577 28.631
C -19.357 -20.854 22.327
C -18.026 -21.323 21.709
C -16.963 -21.649 22.777
C -16.021 -22.804 22.571
N -15.347 -23.279 23.951
C -14.865 -22.162 24.923
C -13.764 -22.868 25.724
C -13.061 -23.882 24.819
C -14.030 -24.064 23.683
C -16.242 -24.275 24.711
H -18.958 -20.040 22.932
H -19.766 -21.608 23.000
H -20.045 -20.410 21.608
H -17.666 -20.768 20.843
H -18.156 -22.337 21.332
H -17.445 -21.787 23.745
H -16.347 -20.753 22.843
H -15.196 -22.504 21.926
H -16.378 -23.749 22.162
H -15.747 -21.938 25.523
H -14.670 -21.217 24.415
H -14.008 -23.349 26.671
H -12.986 -22.224 26.135
H -12.856 -24.817 25.340
H -12.096 -23.524 24.460
H -14.314 -25.065 23.357
H -13.396 -23.573 22.945
H -15.719 -24.742 25.545
H -16.359 -25.146 24.065
H -17.154 -23.747 24.988
C -30.070 -15.728 30.281
C -30.088 -15.038 28.946
C -28.661 -14.832 28.249
C -27.835 -16.107 28.060
N -26.450 -15.918 27.447
C -26.702 -15.364 26.056
C -25.893 -14.137 25.971
C -25.651 -13.649 27.371
C -25.626 -14.861 28.262
C -25.704 -17.258 27.338
H -30.674 -15.350 31.106
H -29.082 -15.623 30.730
H -30.246 -16.794 30.135
H -30.622 -14.088 28.930
H -30.774 -15.655 28.366
H -28.215 -14.106 28.928
H -28.891 -14.430 27.262
H -28.359 -16.914 27.549
H -27.586 -16.564 29.017
H -26.261 -16.110 25.395
H -27.744 -15.287 25.748
H -24.951 -14.340 25.461
H -26.287 -13.342 25.337
H -24.705 -13.109 27.343
H -26.480 -13.053 27.755
H -24.595 -15.213 28.304
H -25.986 -14.777 29.287
H -24.861 -17.173 26.652
H -26.435 -17.918 26.870
H -25.461 -17.558 28.357
C -31.128 -13.637 21.073
C -30.337 -12.512 20.370
C -29.792 -12.863 18.927
C -28.823 -11.793 18.560
N -27.936 -12.027 17.280
C -26.697 -11.085 17.373
C -25.518 -11.998 17.628
C -26.001 -13.360 18.043
C -27.310 -13.468 17.240
C -28.799 -11.792 15.989
H -31.986 -13.925 20.467
H -31.557 -13.364 22.037
H -30.431 -14.457 21.251
H -29.535 -12.386 21.098
H -30.807 -11.530 20.315
H -30.692 -12.840 18.312
H -29.403 -13.876 18.825
H -28.138 -11.681 19.400
H -29.201 -10.789 18.367
H -26.633 -10.648 16.377
H -26.879 -10.253 18.054
H -24.819 -12.094 16.797
H -25.051 -11.526 18.492
H -25.293 -14.139 17.759
H -26.259 -13.535 19.087
H -27.108 -13.602 16.177
H -27.819 -14.386 17.532
H -29.253 -10.805 16.078
H -29.672 -12.424 15.831
H -28.085 -11.809 15.166
C -19.677 -11.178 32.972
N -19.566 -9.783 32.352
C -19.021 -10.041 30.926
C -21.029 -9.224 32.189
C -18.536 -9.034 33.313
C -18.420 -7.502 33.224
O -18.193 -7.137 31.891
H -20.040 -11.042 33.991
H -18.755 -11.756 32.913
H -20.483 -11.731 32.489
H -17.970 -10.313 31.029
H -19.010 -9.142 30.311
H -19.472 -10.926 30.478
H -21.310 -9.097 33.235
H -21.740 -9.886 31.693
H -20.911 -8.322 31.590
H -17.577 -9.431 32.978
H -18.673 -9.341 34.350
H -17.624 -7.177 33.894
H -19.356 -7.090 33.600
H -17.340 -7.529 31.690
C -30.792 -22.249 36.751
N -30.056 -20.866 36.943
C -28.806 -20.998 37.851
C -29.638 -20.348 35.515
C -31.036 -19.834 37.682
C -30.812 -18.338 37.902
O -29.630 -17.848 38.436
H -31.729 -22.015 36.247
H -31.028 -22.690 37.719
H -30.230 -22.878 36.060
H -29.209 -21.190 38.846
H -28.331 -20.018 37.812
H -28.165 -21.803 37.492
H -28.907 -21.044 35.105
H -29.175 -19.362 35.574
H -30.587 -20.381 34.980
H -31.349 -20.373 38.576
H -31.907 -20.013 37.051
H -31.685 -17.950 38.428
H -30.899 -18.062 36.851
H -28.947 -17.719 37.773
C -15.216 -11.941 20.995
N -16.225 -11.547 22.049
C -17.447 -12.468 21.705
C -15.569 -11.718 23.442
C -16.463 -10.044 21.916
C -17.659 -9.402 22.826
O -18.797 -10.064 22.820
H -14.271 -11.443 21.215
H -15.553 -11.831 19.965
H -15.027 -12.975 21.285
H -17.937 -12.105 20.802
H -18.158 -12.472 22.531
H -17.101 -13.494 21.581
H -14.575 -11.272 23.411
H -15.350 -12.766 23.646
H -16.121 -11.248 24.256
H -16.706 -9.969 20.855
H -15.511 -9.549 22.108
H -17.920 -8.539 22.213
H -17.411 -9.211 23.870
H -19.502 -9.461 23.067
C -33.295 -8.130 33.051
N -34.150 -8.197 34.350
C -35.049 -6.897 34.421
C -35.015 -9.383 34.275
C -33.105 -8.229 35.586
C -32.142 -9.432 35.740
O -31.246 -9.547 34.618
H -32.533 -7.351 33.068
H -33.909 -7.922 32.175
H -32.812 -9.097 32.911
H -35.518 -6.613 33.479
H -34.441 -6.005 34.577
H -35.709 -6.924 35.288
H -34.408 -10.284 34.183
H -35.674 -9.120 33.447
H -35.457 -9.377 35.271
H -33.712 -8.034 36.470
H -32.616 -7.262 35.467
H -32.760 -10.329 35.796
H -31.573 -9.134 36.620
H -30.671 -10.297 34.788
Br -28.395 -19.628 21.197
Br -18.148 -16.468 27.506
```

Values from the calculation:
Orbital gap in eV: 3.4
Electronic energy in Eh: -8035.0164
Net charge: +6

Results of the Mulliken charge analysis, in e, for atoms 1 through 6: -1.2492 -0.2330 0.2291 -0.3331 -0.4063 0.0709

Record 2
The following is a quantum chemistry calculation of a molecular structure, C3H2NP in a non-equilibrium geometry, from the OMol25 dataset.

Geometry as XYZ:
```
7
Properties=species:S:1:pos:R:3
C -1.119 -0.688 -0.310
C 0.940 0.265 0.590
C -0.288 0.378 -0.078
N -1.934 -1.504 -0.317
P 1.691 -0.972 -0.408
H 1.428 1.175 0.971
H -0.719 1.345 -0.449
```

Values from the calculation:
Orbital gap (spin up / spin down) in eV: 7.4 / 8.9
Electronic energy in Eh: -511.4726
Multiplicity: 3
<S²>: 2.06
Energy relative to the best compared isomer or geometry (same formula, charge and spin) in eV: 0.0000

Results of the natural (NBO) charge analysis, in e, for atoms 1 through 6: 0.1886 -0.5746 -0.2885 -0.2555 0.4379 0.2477

Record 3
The following is a quantum chemistry calculation of 2 unconnected molecules or ions with the total composition C3H12NP2 in a non-equilibrium geometry, from the OMol25 dataset.

Geometry as XYZ:
```
18
Properties=species:S:1:pos:R:3
C 2.802 0.099 -0.600
C 1.255 0.255 -0.376
C -1.782 0.037 0.593
N 0.697 -0.183 0.880
P -1.844 -1.498 -0.201
P -1.781 1.622 -0.167
H 3.205 0.607 0.314
H 2.908 -1.009 -0.622
H 2.860 0.496 -1.606
H 0.817 -0.302 -1.278
H 1.126 1.278 -0.548
H -1.543 -0.036 1.701
H 0.976 0.396 1.693
H 0.771 -1.146 1.155
H -2.208 -2.421 0.821
H -3.047 -1.509 -0.878
H -2.386 1.356 -1.553
H -2.826 1.957 0.673
```

Values from the calculation:
Orbital gap (spin up / spin down) in eV: 7.6 / 7.6
Electronic energy in Eh: -858.5691
Net charge: +1
Energy relative to the best compared isomer or geometry (same formula, charge and spin) in eV: 1.5655

Results of the natural (NBO) charge analysis, in e, for atoms 1 through 6: -0.5991 -0.2400 -0.6200 -0.7741 0.4589 0.4595

Record 4
The following is a quantum chemistry calculation of a gas-phase ion, C6H6FN2O (charge +1) in a non-equilibrium geometry, from the OMol25 dataset.

Geometry as XYZ:
```
16
Properties=species:S:1:pos:R:3
C 0.081 1.211 0.392
C 1.258 0.620 0.791
C -1.182 0.640 0.036
C -1.548 -0.798 0.431
C 1.884 -1.394 -0.210
C 1.867 -1.997 -1.262
N 1.902 -0.544 0.782
N -2.172 1.374 -0.499
O -0.932 -1.713 0.911
F -2.741 -1.026 -0.298
H 0.036 2.327 0.334
H 1.940 1.267 1.274
H 2.012 -2.423 -2.225
H 2.715 -0.723 1.394
H -2.160 2.280 -0.922
H -2.959 0.899 -0.926
```

Values from the calculation:
Orbital gap (spin up / spin down) in eV: 7.1 / 7.1
Electronic energy in Eh: -516.4680
Net charge: +1
Energy relative to the best compared isomer or geometry (same formula, charge and spin) in eV: 0.0000

Results of the natural (NBO) charge analysis, in e, for atoms 1 through 6: -0.3890 0.2253 0.2655 0.8207 0.0900 -0.1459

- electronic energy of number 3 (C3H12NP2)?
  -858.5691 Eh

- What is the electronic energy in the third record?
  -858.5691 Eh

- Which formula does entry 2 have?
  C3H2NP